C4H8 as an isolated structure, computed with wB97M-V/def2-TZVPD.

Calculated values
Calculated total energy in Eh: -157.065315
ΔE to the lowest compared entry with this formula, charge and spin in eV: 3.228
HOMO energy in eV: -8.71

Positions of all 12 atoms, in Å:
C  -0.48732  0.72123  1.40888
C  -0.12286  -1.33267  -0.94350
C  0.44879  0.00325  -0.75056
C  0.59217  1.05272  -0.07077
H  0.54937  -1.92277  -1.56811
H  -0.71967  1.73631  1.72656
H  -1.40973  0.19060  1.19476
H  0.09108  0.22087  2.18244
H  -0.26439  -1.84477  0.00645
H  -1.08460  -1.26336  -1.45347
H  1.19766  1.92822  0.05424
H  1.20952  0.51036  -1.78693

Listed below, in e, are the natural (NBO) charges computed for each atom: -0.694, -0.669, -0.122, -0.167, 0.237, 0.201, 0.199, 0.200, 0.226, 0.235, 0.228, 0.126